C2H3NOS as an isolated structure at a distorted geometry, computed with ωB97M-V/def2-TZVPD.

CARTESIAN COORDINATES (ANGSTROEM)
C: 1.072 0.801 0.091
C: -0.976 -0.608 0.247
H: 1.102 0.510 1.390
H: 0.479 -0.553 -1.423
H: -1.752 -0.870 -0.849
N: 0.097 -0.135 -0.415
O: 1.739 1.425 -0.704
S: -1.760 -0.570 1.662

Atoms 1-2, force components in eV/Å:
0.0612 -2.2537 1.6303
-4.0998 -0.6231 -4.8685

**Charge**: 0
**Highest occupied orbital energy**: -8.832 eV
**Energy above the lowest of the compared OMol25 structures with the same formula, charge and spin**: 62.5 kcal per mole
**HOMO-LUMO gap**: 8.518 eV
**Lowest unoccupied orbital energy**: -0.3 eV
**Max |F|**: 6.4 eV Å⁻¹

Computed natural (NBO) charges, given in elementary charges: 0.56, -0.11, 0.15, 0.44, 0.16, -0.68, -0.52, 0.00